{
  "formula": "C15H18F5N4O3PtTe",
  "method": "ωB97M-V/def2-TZVPD",
  "total_charge": 3,
  "de_lowest_kcal_mol": 4.64,
  "max_force_ev_per_a": 0.306,
  "total_energy_ev": -52044.5356,
  "multiplicity": 5,
  "s2": 6.0607,
  "symbols": ["Pt", "O", "C", "C", "C", "C", "N", "C", "C", "C", "C", "C", "C", "O", "C", "C", "N", "H", "H", "H", "H", "H", "H", "H", "H", "H", "H", "H", "H", "F", "Te", "F", "F", "F", "F", "O", "C", "N", "C", "C", "N", "H", "H", "H", "H", "H", "H"],
  "xyz": [[0.75528, 0.17804, 0.93506], [-2.79849, -3.67004, -3.58934], [-2.31544, -4.32974, -2.45046], [-1.50029, -3.32839, -1.68050], [-0.77143, -3.65948, -0.55564], [-0.04987, -2.66386, 0.14436], [-0.00809, -1.40631, -0.24990], [-0.70161, -1.04244, -1.37759], [-1.45206, -1.99531, -2.09614], [-0.61564, 0.33114, -1.76757], [-1.22817, 0.83535, -2.93345], [-1.11163, 2.18763, -3.27435], [-1.78404, 2.67750, -4.52872], [-2.90126, 1.84158, -4.71190], [-0.39912, 2.98755, -2.40666], [0.19805, 2.42916, -1.24554], [0.10485, 1.15699, -0.94271], [-3.30276, -4.27999, -4.14127], [-1.67539, -5.18483, -2.69534], [-3.12446, -4.68175, -1.79872], [-0.74285, -4.67397, -0.17520], [0.49053, -2.91933, 1.04770], [-2.00131, -1.72586, -2.98698], [-1.81538, 0.19673, -3.57800], [-1.06827, 2.57805, -5.35529], [-2.04244, 3.73399, -4.42751], [-3.47170, 2.19355, -5.40568], [-0.28234, 4.05029, -2.58287], [0.75019, 3.06385, -0.56332], [-3.11716, 0.55893, 3.39005], [-1.50515, -0.25295, 3.20018], [-1.96038, -1.63637, 4.28511], [0.19313, -1.14730, 2.96988], [-0.79691, 0.63226, 4.63810], [-2.10998, -1.29025, 1.77535], [-0.83076, 0.99563, 1.96763], [3.75012, 0.96119, 5.08314], [3.87292, 1.50651, 3.70298], [5.05956, 2.34211, 3.37412], [2.98443, 1.25685, 2.83243], [2.13024, 1.06718, 2.04529], [3.78705, 1.80528, 5.76917], [4.59608, 0.29716, 5.25247], [2.80973, 0.42711, 5.17870], [5.08955, 3.16016, 4.09119], [4.96807, 2.72002, 2.36080], [5.94458, 1.71638, 3.47693]],
  "forces_ev_per_a": [[0.06, 0.08, 0.17], [0.02, -0.05, 0.03], [0.05, 0.15, -0.02], [-0.04, 0.01, -0.06], [0.01, -0.05, 0.06], [0.03, -0.02, 0.02], [-0.24, 0.14, -0.01], [0.09, -0.02, -0.01], [0.03, 0.00, -0.05], [0.06, 0.01, 0.04], [-0.05, 0.05, 0.05], [-0.07, -0.19, -0.01], [0.00, -0.08, 0.05], [0.04, 0.06, -0.01], [0.11, 0.07, -0.03], [0.01, 0.05, 0.01], [-0.01, -0.01, -0.08], [-0.02, 0.01, -0.01], [-0.02, -0.02, 0.01], [0.02, -0.05, 0.02], [-0.01, 0.00, 0.00], [-0.02, 0.01, 0.01], [-0.01, 0.00, 0.01], [-0.01, 0.01, 0.00], [0.03, 0.10, 0.00], [-0.04, 0.00, 0.03], [0.00, -0.03, -0.04], [0.00, 0.00, 0.00], [0.00, 0.00, 0.00], [-0.05, 0.05, -0.07], [0.15, 0.02, 0.02], [-0.03, -0.03, 0.07], [-0.09, -0.01, 0.01], [0.10, 0.02, -0.02], [-0.04, -0.07, -0.03], [-0.19, -0.24, -0.06], [0.03, 0.06, -0.15], [0.11, 0.04, 0.08], [-0.13, -0.09, 0.05], [-0.11, -0.07, -0.13], [0.16, 0.08, -0.04], [-0.01, -0.02, 0.04], [0.00, -0.01, 0.04], [0.01, -0.01, 0.03], [0.03, 0.02, -0.02], [0.03, 0.01, 0.00], [0.02, 0.02, 0.00]]
}



{
  "formula": "C41H38N4O2P3Se3V",
  "method": "ωB97M-V/def2-TZVPD",
  "total_charge": -1,
  "de_lowest_kcal_mol": 5.56,
  "max_force_ev_per_a": 0.998,
  "total_energy_ev": -302786.3349,
  "multiplicity": 4,
  "s2": 3.7671,
  "symbols": ["V", "C", "C", "N", "O", "C", "C", "N", "O", "H", "H", "H", "H", "H", "H", "H", "N", "P", "C", "C", "C", "C", "C", "C", "C", "C", "C", "C", "C", "C", "P", "C", "C", "C", "C", "C", "C", "C", "C", "C", "C", "C", "C", "H", "H", "H", "H", "H", "H", "H", "H", "H", "H", "H", "H", "H", "H", "H", "H", "H", "H", "H", "H", "H", "Se", "P", "Se", "C", "C", "C", "C", "C", "C", "C", "C", "C", "C", "C", "C", "H", "H", "H", "H", "H", "H", "H", "H", "H", "H", "Se", "C", "N"],
  "xyz": [[-0.12135, -1.05704, -0.48664], [1.66017, -3.14579, 2.85847], [1.29922, -2.31669, 1.67126], [0.07824, -2.06523, 1.35552], [-0.88334, -2.63207, 2.19625], [2.33892, -1.70411, 0.81187], [3.79805, -1.93783, 0.99144], [1.86393, -0.98037, -0.18287], [2.62819, -0.23272, -0.87443], [0.91183, -3.04484, 3.63999], [2.63673, -2.85558, 3.24377], [1.70595, -4.20131, 2.57750], [-1.71079, -2.36949, 1.75114], [4.03376, -3.00482, 0.94584], [4.18136, -1.55016, 1.94064], [4.31464, -1.42160, 0.18391], [1.15190, 2.13242, 0.92077], [2.83153, 1.75055, 1.07384], [3.22630, 3.06221, 2.30118], [3.25917, 4.42333, 1.99329], [3.56310, 5.36926, 2.95875], [3.84217, 4.96986, 4.26160], [3.80582, 3.62313, 4.58785], [3.50514, 2.67953, 3.61067], [3.52526, 2.53921, -0.42515], [4.83730, 3.02001, -0.41999], [5.40263, 3.53889, -1.57382], [4.66961, 3.57218, -2.75522], [3.37875, 3.07006, -2.77628], [2.81047, 2.55018, -1.61917], [-0.21213, 1.11559, 0.67645], [-1.41576, 2.40335, 0.17849], [-1.57967, 3.55672, 0.95246], [-2.47012, 4.54256, 0.56736], [-3.21698, 4.38636, -0.59780], [-3.08099, 3.23635, -1.35517], [-2.18521, 2.24390, -0.96667], [-0.78288, 0.85667, 2.41077], [0.15814, 0.75728, 3.42901], [-0.22891, 0.43654, 4.72339], [-1.56593, 0.20766, 5.01505], [-2.51174, 0.29541, 4.00089], [-2.12059, 0.61227, 2.70814], [0.99963, 2.99588, 0.40317], [3.04659, 4.74730, 0.98137], [3.58381, 6.41927, 2.69493], [4.09215, 5.70644, 5.01469], [4.01779, 3.30118, 5.59948], [3.49159, 1.62599, 3.86777], [5.42107, 2.99489, 0.49344], [6.42051, 3.90904, -1.55646], [5.11358, 3.96941, -3.65963], [2.81094, 3.05021, -3.69747], [1.82710, 2.10076, -1.66860], [-1.00700, 3.67386, 1.86599], [-2.59185, 5.42872, 1.17729], [-3.90667, 5.16189, -0.90662], [-3.67166, 3.09804, -2.25129], [-2.11382, 1.33643, -1.55131], [1.20380, 0.93568, 3.21207], [0.51956, 0.36615, 5.50340], [-1.86763, -0.04133, 6.02431], [-3.55644, 0.11144, 4.21706], [-2.86954, 0.67150, 1.92434], [-2.86919, -1.46101, -0.41568], [-2.10858, -3.02421, -1.74160], [-0.02664, -3.51086, -1.51588], [-3.13334, -4.52804, -1.50867], [-2.57199, -5.77392, -1.28111], [-3.38864, -6.88470, -1.08493], [-4.76687, -6.75343, -1.11611], [-5.33510, -5.50558, -1.35603], [-4.52292, -4.40216, -1.54541], [-2.47785, -2.56360, -3.46304], [-1.64940, -3.01396, -4.48368], [-1.92480, -2.68236, -5.80303], [-3.03409, -1.91157, -6.11216], [-3.86623, -1.46106, -5.09338], [-3.58335, -1.77522, -3.77421], [-1.49312, -5.86992, -1.25109], [-2.93948, -7.85261, -0.90274], [-5.40003, -7.61479, -0.94546], [-6.41134, -5.39428, -1.39104], [-4.96886, -3.42898, -1.71219], [-0.76149, -3.58345, -4.24235], [-1.24866, -3.00468, -6.58365], [-3.24076, -1.64341, -7.14028], [-4.72439, -0.84358, -5.32671], [-4.20085, -1.37894, -2.97744], [-0.18105, 0.18305, -2.84101], [0.94094, -0.83204, -3.94174], [1.59267, -1.47934, -4.64164]],
  "forces_ev_per_a": [[-0.88, 0.14, -0.45], [0.15, -0.05, 0.05], [0.46, 0.33, -0.35], [0.04, -0.07, 0.28], [0.09, 0.17, -0.30], [-0.66, -0.48, 0.30], [0.15, 0.11, 0.21], [0.65, 0.08, 0.49], [0.22, -0.20, -0.17], [-0.03, 0.03, 0.01], [-0.01, -0.02, -0.02], [-0.01, 0.00, -0.02], [0.07, -0.08, 0.01], [0.01, -0.01, 0.01], [-0.01, 0.01, -0.03], [-0.01, -0.01, 0.00], [-0.15, 0.11, -0.74], [-0.18, -0.35, 0.07], [0.22, 0.30, 0.11], [-0.09, 0.05, 0.05], [-0.02, -0.04, 0.05], [-0.01, -0.02, -0.04], [-0.03, -0.02, -0.05], [0.01, 0.04, -0.02], [0.13, -0.04, -0.06], [-0.10, 0.00, 0.00], [-0.02, -0.01, -0.05], [0.05, 0.00, 0.04], [-0.05, -0.04, 0.08], [0.03, 0.04, -0.01], [-0.25, 0.34, 0.67], [0.02, 0.03, -0.05], [0.09, -0.02, 0.03], [-0.04, -0.02, -0.07], [0.04, 0.01, 0.06], [0.01, -0.06, 0.03], [-0.08, 0.01, -0.01], [0.22, -0.14, -0.06], [-0.01, 0.00, 0.09], [0.00, 0.01, -0.02], [0.01, 0.01, -0.09], [0.06, 0.00, 0.04], [-0.10, -0.01, -0.09], [0.03, 0.03, 0.23], [0.03, 0.00, -0.02], [0.01, 0.02, 0.01], [-0.02, 0.01, 0.02], [0.01, 0.00, 0.02], [0.02, -0.03, -0.01], [-0.01, 0.01, 0.02], [0.00, 0.01, 0.01], [0.01, 0.00, 0.00], [-0.01, 0.01, -0.01], [-0.03, -0.02, -0.03], [0.02, -0.01, -0.01], [0.02, 0.02, 0.00], [-0.02, 0.00, 0.01], [0.01, 0.00, -0.02], [0.03, -0.01, -0.02], [0.00, -0.01, 0.01], [0.00, 0.00, 0.01], [-0.02, -0.01, 0.01], [-0.02, 0.01, -0.01], [0.03, 0.01, 0.00], [0.25, -0.17, 0.00], [-0.07, -0.28, -0.05], [-0.17, -0.02, -0.07], [-0.21, 0.13, 0.08], [0.05, -0.08, -0.01], [0.05, 0.06, -0.02], [0.00, 0.08, -0.01], [0.04, -0.07, 0.01], [0.03, 0.04, -0.03], [-0.03, 0.10, -0.14], [0.02, -0.01, -0.02], [0.00, 0.00, 0.01], [-0.02, 0.00, 0.11], [0.04, -0.02, -0.04], [-0.02, -0.03, 0.03], [-0.02, 0.00, 0.03], [0.01, -0.01, 0.01], [-0.01, -0.02, -0.03], [-0.01, 0.00, 0.02], [0.00, 0.01, 0.01], [0.02, 0.02, 0.00], [0.01, -0.01, 0.00], [-0.01, 0.01, -0.02], [-0.01, 0.02, 0.01], [0.00, 0.00, 0.00], [0.40, -0.22, -0.60], [-0.53, 0.34, 0.67], [0.08, -0.03, -0.15]]
}



{
  "formula": "C4H7N2",
  "method": "ωB97M-V/def2-TZVPD",
  "total_charge": 1,
  "de_lowest_kcal_mol": 106.81,
  "smiles": "C=NC=C=[NH+]C",
  "max_force_ev_per_a": 3.835,
  "total_energy_ev": -7231.1065,
  "symbols": ["C", "C", "C", "C", "N", "N", "H", "H", "H", "H", "H", "H", "H"],
  "xyz": [[0.02900, -0.90769, 0.05225], [-2.96133, 0.21346, 0.50470], [-1.10639, -0.82075, -0.59210], [2.00938, 0.37956, -0.23028], [-2.04232, 0.05261, -0.35505], [1.20235, -0.60115, 0.37484], [-3.30488, -0.35166, 1.30618], [-3.59142, 1.03414, 0.46043], [-1.37896, -1.42172, -1.47543], [1.90711, 1.38866, 0.11497], [3.00544, 0.37452, 0.08779], [1.87407, 0.15334, -1.28560], [1.72111, -1.07858, 1.18276]],
  "forces_ev_per_a": [[0.89, -0.42, 0.62], [1.32, 0.05, -1.60], [0.29, -1.47, -1.43], [0.35, 1.13, -1.96], [-2.70, 2.17, 1.64], [0.26, -1.83, 3.28], [0.41, -2.15, 1.43], [-0.82, 2.05, -0.81], [0.82, -0.30, 0.43], [-1.73, 0.81, -0.26], [1.85, -1.54, 0.13], [0.57, 1.12, -0.22], [-1.51, 0.37, -1.26]]
}